No. 1
C16H13AsCl3CuF30O3 | ωB97M-V/def2-TZVPD

For the electronic energy, the calculation gives -247512.856 eV. The value obtained for the energy above the lowest of the compared OMol25 structures with the same formula, charge and spin is 165.3 kcal per mole. The spin multiplicity is 1. As for the orbital gap: 6.667 eV.

Last column: Mulliken charge in e.
Atoms and positions in Å:
Cu1 2.17 0.60 1.71  0.998
As1 6.81 -1.35 3.17  1.985
F1 6.30 -1.00 1.48  -0.497
F2 5.16 -2.15 3.29  -0.537
F3 7.20 -1.82 4.86  -0.480
F4 8.35 -0.51 2.95  -0.469
F5 5.97 0.13 3.73  -0.502
F6 7.50 -2.95 2.67  -0.494
C1 -7.35 2.91 -1.36  -0.872
C2 -5.91 2.99 -0.94  1.012
C3 -5.20 1.61 -0.69  0.175
F7 -3.87 1.72 -0.46  -0.269
F8 -5.77 0.81 0.22  -0.256
F9 -5.32 3.67 -1.87  -0.270
F10 -5.81 3.76 0.17  -0.321
O1 -7.59 1.92 -2.36  -0.405
C4 -8.93 1.78 -2.84  0.858
C5 -8.94 0.85 -4.08  0.230
F11 -10.14 0.63 -4.59  -0.270
F12 -8.22 1.31 -5.14  -0.237
F13 -9.60 1.22 -1.83  -0.275
F14 -9.45 2.98 -3.14  -0.275
H1 -7.60 3.92 -1.70  0.345
H2 -7.99 2.75 -0.49  0.420
H3 -5.27 0.99 -1.58  0.193
H4 -8.59 -0.14 -3.80  0.216
C6 3.24 6.16 0.04  -1.028
C7 3.14 5.36 -1.25  1.029
C8 3.47 6.20 -2.49  0.100
F15 2.62 7.18 -2.65  -0.255
F16 4.67 6.74 -2.52  -0.253
F17 3.98 4.30 -1.25  -0.294
F18 1.91 4.79 -1.31  -0.289
O2 2.87 5.42 1.29  -0.362
C9 2.21 6.18 2.34  0.855
C10 2.09 5.22 3.59  0.113
F19 1.27 5.69 4.51  -0.251
F20 1.78 3.96 3.26  -0.220
F21 2.82 7.30 2.59  -0.232
F22 0.95 6.34 1.85  -0.273
H5 2.60 7.04 0.02  0.440
H6 4.23 6.61 0.13  0.419
H7 3.45 5.63 -3.42  0.256
H8 3.07 5.21 4.06  0.240
C11 0.32 -6.53 1.26  -0.902
C12 0.02 -5.79 2.54  1.044
C13 0.79 -6.27 3.73  0.182
F23 0.61 -5.46 4.77  -0.264
F24 0.44 -7.54 4.02  -0.262
F25 0.33 -4.52 2.20  -0.283
F26 -1.31 -5.79 2.77  -0.321
O3 1.69 -6.34 0.78  -0.409
C14 2.47 -7.54 0.38  0.866
C15 4.00 -7.33 0.28  0.198
F27 4.69 -8.41 -0.01  -0.243
F28 4.32 -6.32 -0.51  -0.234
F29 2.23 -8.46 1.31  -0.257
F30 1.87 -8.00 -0.78  -0.293
H9 -0.36 -6.09 0.53  0.354
H10 -0.03 -7.57 1.24  0.411
H11 1.84 -6.35 3.43  0.217
H12 4.32 -6.98 1.27  0.196
C16 0.76 -2.20 -5.12  0.045
Cl1 0.81 -0.88 -6.29  -0.111
Cl2 -0.72 -3.10 -5.19  -0.108
Cl3 1.03 -1.56 -3.49  -0.116
H13 1.56 -2.92 -5.29  0.290

=====

No. 2
C35H32AsBN5RbS4 | ωB97M-V/def2-TZVPD

For the electronic energy, the calculation gives -149779.801 eV. The value obtained for the energy above the lowest of the compared OMol25 structures with the same formula, charge and spin is 0.0 kcal per mole. The spin multiplicity is 1. As for the net charge: -2. As for the orbital gap: 6.074 eV.

Last column: Mulliken charge in e.
Atoms and positions in Å:
Rb1 0.98 0.94 -1.04  0.858
C1 -3.42 0.13 -1.80  -0.757
N1 -3.45 1.10 -0.72  0.293
C2 -3.52 2.48 -0.88  -0.648
C3 -3.53 3.00 0.36  -0.497
N2 -3.49 1.97 1.28  0.240
B1 -3.43 2.19 2.83  -0.601
N3 -1.92 2.13 3.25  0.250
C4 -1.29 0.96 3.62  -0.511
C5 0.04 1.20 3.69  -0.620
N4 0.22 2.53 3.35  0.186
C6 1.51 3.15 3.16  -0.952
C7 -1.00 3.10 3.08  0.117
S1 -1.24 4.74 2.68  -0.496
C8 -3.43 0.79 0.61  0.101
S2 -3.36 -0.79 1.24  -0.378
H1 -4.26 0.30 -2.48  0.367
H2 -3.50 -0.85 -1.36  -0.007
H3 -2.49 0.19 -2.36  0.329
H4 -3.53 2.94 -1.85  0.474
H5 -3.53 4.02 0.69  0.508
H6 -4.02 1.30 3.39  -0.129
H7 -3.88 3.28 3.06  -0.140
H8 -1.85 0.05 3.75  0.545
H9 0.87 0.56 3.93  0.547
H10 2.09 3.13 4.08  0.299
H11 1.35 4.17 2.84  0.279
H12 2.06 2.61 2.38  0.344
S3 1.12 -1.36 -3.32  -0.466
C9 1.07 -3.09 -3.15  0.071
C10 1.78 -3.94 -4.03  -0.616
C11 1.74 -5.31 -3.89  -0.407
C12 0.99 -5.90 -2.88  -0.809
C13 0.28 -5.09 -2.01  -0.077
C14 0.31 -3.70 -2.13  -0.191
As1 -0.67 -2.46 -0.98  0.567
C15 -1.75 -3.84 -0.04  0.051
C16 -1.33 -4.65 1.01  0.228
C17 -2.18 -5.61 1.55  -0.661
C18 -3.47 -5.76 1.06  -0.391
C19 -3.90 -4.95 0.02  -0.714
C20 -3.05 -3.99 -0.51  -0.482
C21 0.69 -2.24 0.43  -0.066
C22 0.26 -2.01 1.74  -0.149
C23 1.18 -1.94 2.78  -0.822
C24 2.54 -2.07 2.53  -0.609
C25 2.98 -2.26 1.22  -0.585
C26 2.06 -2.34 0.18  0.097
H13 2.37 -3.48 -4.81  0.364
H14 2.30 -5.94 -4.58  0.315
H15 0.95 -6.98 -2.78  0.372
H16 -0.31 -5.55 -1.23  0.311
H17 -0.33 -4.55 1.40  0.425
H18 -1.83 -6.23 2.37  0.364
H19 -4.14 -6.50 1.49  0.340
H20 -4.91 -5.05 -0.36  0.360
H21 -3.40 -3.35 -1.31  0.186
H22 -0.79 -1.87 1.94  0.223
H23 0.83 -1.78 3.79  0.616
H24 3.25 -2.02 3.34  0.363
H25 4.04 -2.33 1.01  0.392
H26 2.41 -2.48 -0.83  0.356
S4 5.13 4.22 -2.79  -0.374
C27 5.46 2.58 -3.15  -0.312
C28 4.44 1.76 -2.77  -0.439
C29 3.31 2.40 -2.14  -0.570
C30 3.55 3.74 -2.07  0.354
C31 2.67 4.80 -1.56  0.138
C32 3.00 6.16 -1.67  -0.704
C33 2.12 7.12 -1.21  -0.297
C34 0.92 6.72 -0.63  -0.768
C35 0.68 5.36 -0.54  -0.212
N5 1.51 4.42 -0.99  0.043
H27 6.39 2.32 -3.63  0.398
H28 4.49 0.69 -2.95  0.384
H29 3.93 6.45 -2.13  0.250
H30 2.37 8.17 -1.30  0.378
H31 0.20 7.44 -0.25  0.387
H32 -0.23 5.00 -0.06  0.383

=====

No. 3
C17H23BrFN2O6S | ωB97M-V/def2-TZVPD

For the electronic energy, the calculation gives -116853.030 eV. The spin multiplicity is 1. As for the net charge: +1. As for the orbital gap: 7.487 eV.

Last column: Mulliken charge in e.
Atoms and positions in Å:
C1 1.25 -1.06 4.35  -0.768
C2 1.40 -1.54 3.10  0.085
C3 0.52 -0.88 1.97  -0.511
C4 1.26 0.18 1.14  0.749
C5 2.25 -0.19 0.11  -0.323
Br1 2.74 -2.02 -0.27  -0.052
C6 2.91 0.91 -0.63  0.046
N1 2.54 2.18 -0.31  0.425
S1 3.33 3.45 -1.24  -0.123
N2 1.70 2.61 0.59  -0.745
C7 1.06 1.67 1.30  0.167
C8 0.06 2.19 2.40  0.290
C9 -1.44 1.79 2.12  -1.249
F1 0.45 1.82 3.69  -0.313
H1 2.02 -1.36 5.10  0.283
H2 0.38 -0.43 4.61  0.239
H3 2.07 -2.39 2.84  0.300
H4 -0.45 -0.55 2.41  0.355
H5 0.27 -1.72 1.25  -0.010
H6 3.67 0.69 -1.41  0.417
H7 3.21 3.03 -2.56  0.211
H8 0.10 3.31 2.36  0.407
H9 -1.60 1.22 1.17  0.316
H10 -1.75 1.11 2.97  0.403
H11 -2.08 2.70 2.22  0.335
C10 -0.96 -6.59 0.40  -1.419
C11 -1.84 -5.52 1.02  0.477
C12 -2.08 -4.33 0.14  -0.460
O1 -2.34 -3.30 1.10  -0.309
C13 -1.67 -3.65 2.24  0.680
O2 -1.53 -2.93 3.18  -0.509
O3 -1.20 -4.92 2.15  -0.348
H12 -0.62 -7.29 1.16  0.367
H13 -1.51 -7.14 -0.36  0.385
H14 -0.07 -6.15 -0.05  0.314
H15 -2.78 -5.97 1.37  0.278
H16 -2.93 -4.46 -0.53  0.323
H17 -1.20 -4.04 -0.44  0.258
C14 -0.35 4.22 -2.26  -1.298
C15 -0.17 4.25 -3.76  0.524
C16 -1.37 3.79 -4.54  -0.535
O4 -0.78 3.33 -5.76  -0.310
C17 0.49 2.93 -5.45  0.572
O5 1.20 2.33 -6.18  -0.509
O6 0.82 3.31 -4.18  -0.252
H18 0.62 4.32 -1.78  0.201
H19 -0.99 5.03 -1.93  0.439
H20 -0.78 3.27 -1.93  0.307
H21 0.16 5.25 -4.08  0.254
H22 -2.08 4.59 -4.73  0.328
H23 -1.89 2.95 -4.07  0.307

=====

No. 4
C4H7IN2O | ωB97M-V/def2-TZVPD

For the electronic energy, the calculation gives -17382.737 eV. The value obtained for the energy above the lowest of the compared OMol25 structures with the same formula, charge and spin is 156.2 kcal per mole. The spin multiplicity is 1. As for the orbital gap: 7.471 eV.

Last column: Mulliken charge in e.
Atoms and positions in Å:
C1 0.09 3.05 -0.93  0.478
C2 0.65 -1.16 -0.70  -0.560
C3 0.29 -1.48 0.81  -0.591
C4 0.66 -0.08 0.31  0.014
N1 -2.07 1.92 -0.56  -0.527
N2 -0.84 2.49 -0.43  0.088
O1 1.21 3.46 -1.06  -0.530
I1 2.68 0.63 0.90  0.141
H1 1.63 -1.61 -1.04  0.193
H2 0.04 -1.14 -1.61  0.180
H3 -0.66 -1.69 1.25  0.239
H4 1.15 -2.04 1.21  0.199
H5 -2.54 2.00 0.35  0.262
H6 -2.14 0.99 -0.89  0.256
H7 2.03 2.07 0.87  0.156

=====

Question: Which of these has the highest orbital gap?
Answer: C17H23BrFN2O6S

=====

Question: Number 2 is which compound?
Answer: C35H32AsBN5RbS4

=====

Question: orbital gap of number 4 (C4H7IN2O)?
Answer: 7.471 eV